No. 1
Entry from the Open Molecules 2025 dataset: a single C11H15NS molecule in a non-equilibrium geometry (ωB97M-V/def2-TZVPD).

Geometry as XYZ:
```
28
Properties=species:S:1:pos:R:3:forces:R:3:lowdin_charge:R:1
C -3.339594 -0.545725 -0.132856 0.28 -0.38 0.08 -0.413
C -2.968348 0.740859 -0.312857 0.39 0.16 0.11 -0.138
C -1.556006 0.940816 -0.135158 -0.22 0.02 -0.29 -0.264
C -0.899386 -0.214873 0.139557 -0.08 -0.14 0.04 -0.437
S -1.986772 -1.553579 0.224261 -0.02 0.19 -0.04 1.032
C 0.580887 -0.328317 0.381918 -0.13 -0.28 -0.52 -0.319
C 1.207593 -1.558019 -0.305630 0.38 1.47 -0.72 -0.163
C 2.709514 -1.617547 -0.036412 0.37 -0.23 0.14 -0.203
C 3.375879 -0.288880 -0.430336 0.48 -0.32 -0.59 -0.197
C 2.659784 0.868306 0.240228 0.29 0.93 0.17 -0.212
N 1.234617 0.890127 -0.095655 0.55 -0.22 0.01 -0.127
C 0.579055 2.085769 0.385903 -0.24 0.59 -0.13 -0.193
C -0.803696 2.233789 -0.267097 0.42 -0.35 0.32 -0.114
H -4.320487 -0.982829 -0.188758 -0.10 0.02 -0.03 0.060
H -3.664403 1.526073 -0.553622 -0.08 0.16 -0.03 0.106
H 0.725072 -0.434962 1.459306 0.19 -0.01 0.49 0.149
H 0.742132 -2.447395 0.024253 -0.64 -1.02 0.46 0.081
H 0.995454 -1.451852 -1.388699 0.21 -0.11 0.43 0.137
H 2.879795 -1.801191 1.052657 -0.10 0.07 -0.66 0.120
H 3.157591 -2.470263 -0.589989 -0.18 0.49 0.35 0.114
H 3.321100 -0.167390 -1.543036 0.01 -0.04 0.83 0.124
H 4.459391 -0.282963 -0.154572 -0.80 -0.01 -0.15 0.117
H 2.814182 0.805043 1.350601 -0.13 0.00 -0.46 0.131
H 3.107673 1.847757 -0.080459 -0.40 -0.84 0.22 0.128
H 0.473948 2.087457 1.481480 -0.07 -0.14 0.14 0.129
H 1.204129 2.964444 0.155279 -0.17 -0.35 -0.09 0.122
H -1.348180 3.039157 0.204867 -0.20 0.30 0.19 0.111
H -0.675452 2.498214 -1.311460 0.01 0.02 -0.28 0.117
```
Positions in Å, forces in eV/Å.

Summary:
Spin multiplicity ... 1
Relative energy (zero: lowest compared OMol25 entry of this formula, charge and spin) ... 0.0 kJ/mol
SMILES ... c1cc2c(s1)[C@H]1CCCCN1CC2


No. 2
Entry from the Open Molecules 2025 dataset: a 2-piece molecular cluster, C3H3NO2 overall in a non-equilibrium geometry (ωB97M-V/def2-TZVPD).

Geometry as XYZ:
```
9
Properties=species:S:1:pos:R:3:forces:R:3:lowdin_charge:R:1
O -0.831527 1.088112 -0.821605 0.02 -0.21 0.06 0.128
C -1.115665 -0.147939 -0.505631 -0.06 -0.18 -0.01 -0.692
C -2.099661 -1.064332 -0.897645 0.01 0.12 0.10 0.240
O -0.468602 -0.948621 0.192886 -0.19 0.14 -0.15 0.046
C 2.462610 0.280160 0.888905 -0.59 0.64 -0.46 0.011
N 1.691971 0.940221 0.348741 0.92 -0.51 0.56 0.099
H 0.062120 1.293623 -0.462373 -0.06 -0.05 0.03 0.058
H -2.888748 -1.116093 -0.136289 0.07 0.02 -0.06 0.037
H 3.187502 -0.325131 1.393011 -0.11 0.03 -0.06 0.072
```
Positions in Å, forces in eV/Å.

Summary:
Spin multiplicity ... 1
Relative energy (zero: lowest compared OMol25 entry of this formula, charge and spin) ... 464.7 kJ/mol


No. 3
Entry from the Open Molecules 2025 dataset: a single C4H4O2S molecule in a non-equilibrium geometry (ωB97M-V/def2-TZVPD).

Geometry as XYZ:
```
11
Properties=species:S:1:pos:R:3:forces:R:3:lowdin_charge:R:1
O -1.089109 0.500716 -1.425164 -1.58 -0.33 0.62 0.018
C -0.032539 0.493322 -1.939027 3.77 2.18 -1.49 -0.252
C 1.241545 -0.200647 -1.303360 -3.26 0.69 0.01 -0.076
C 1.000557 -0.937037 -0.243467 0.92 -2.43 0.39 -0.463
S -0.379021 -0.972446 0.766884 -0.76 -0.75 1.13 0.992
C -0.433260 0.540116 1.609592 -0.81 2.69 2.65 -0.617
O 0.164384 1.597402 1.563309 0.35 -1.40 -1.34 -0.023
H 0.120001 1.173046 -2.874952 0.12 -1.42 0.91 0.139
H 2.194405 -0.493863 -1.597206 1.42 0.55 -2.17 0.073
H 1.669462 -1.850207 -0.141781 -0.57 1.43 0.69 0.099
H -1.179537 0.570691 2.496224 0.40 -1.21 -1.39 0.109
```
Positions in Å, forces in eV/Å.

Summary:
Spin multiplicity ... 1
Relative energy (zero: lowest compared OMol25 entry of this formula, charge and spin) ... 282.2 kJ/mol
SMILES ... O=C/C=C\SC=O


No. 4
Entry from the Open Molecules 2025 dataset: a 3-piece molecular cluster, C21H42F2N4O8S2 overall in a non-equilibrium geometry (ωB97M-V/def2-TZVPD).

Geometry as XYZ:
```
79
Properties=species:S:1:pos:R:3:forces:R:3:lowdin_charge:R:1
O 1.545030 -1.957225 -0.379079 -9.49 1.15 -3.18 0.043
C 0.309594 -1.790460 -0.874406 7.18 -0.73 3.03 -0.197
F -0.857146 -1.816539 0.037607 3.23 0.20 -3.26 0.005
N 0.154742 -1.585819 -2.395127 -2.39 1.04 2.59 0.122
C -0.577437 -0.260174 -2.672221 -7.04 -0.21 -0.12 -0.183
O -1.922401 -0.324958 -2.806196 8.64 0.86 0.55 0.002
C 0.274150 1.141358 -2.809366 1.43 -0.14 1.13 -0.067
C 0.916599 1.523666 -1.333245 4.27 -0.83 2.28 -0.224
O 2.105016 1.209944 -0.811063 -8.07 1.90 -3.52 0.029
N -0.159874 2.329216 -0.628144 1.52 -1.81 -1.00 0.022
C -1.074271 3.142352 -1.566502 0.62 -1.72 1.99 -0.229
C -2.578529 2.789983 -1.014515 -0.20 0.50 0.37 -0.142
C -3.796592 3.504515 -1.850275 0.59 0.47 0.05 -0.188
C -4.366112 2.640767 -3.121895 -0.97 2.63 -0.40 -0.218
S -5.283122 1.070622 -2.672656 1.81 -8.08 0.53 0.804
O -4.816565 -0.020452 -3.707789 -2.02 4.59 2.95 -0.404
O -5.008728 0.531997 -1.248443 -1.09 3.25 -4.29 -0.362
O -6.990577 1.170698 -2.857621 2.19 -0.62 -0.22 -0.237
C -0.587954 2.556856 -3.023595 -1.43 -1.62 -0.79 -0.197
S 0.456986 3.743641 -4.041988 5.46 -1.57 -5.29 0.913
O 1.966740 3.313445 -3.982205 -6.06 2.02 0.87 -0.340
O -0.019588 3.695545 -5.520031 0.61 0.99 6.02 -0.335
F 0.375092 5.305301 -3.336968 -0.44 -3.03 -1.18 -0.239
H -0.559735 -2.328567 -2.654153 0.75 1.24 0.14 0.148
H 1.096952 0.878758 -3.599961 -1.50 1.00 1.46 0.175
H -0.644976 1.572092 -0.085383 0.23 1.27 -0.37 0.124
H -0.791255 4.239640 -1.253346 -0.64 -1.97 -1.59 0.163
H -2.635300 3.232760 0.092416 0.35 -0.93 -2.40 0.140
H -2.665315 1.627923 -0.904288 -0.15 2.18 -0.51 0.115
H -4.653620 3.885457 -1.113081 1.79 -1.23 -1.75 0.141
H -3.336612 4.505650 -2.310257 -1.07 -2.15 0.79 0.136
H -5.160081 3.344002 -3.669951 1.59 -1.69 1.13 0.134
H -3.564222 2.373152 -3.932317 -1.67 -0.02 1.84 0.114
H -7.252410 0.226916 -3.136242 0.84 1.73 0.44 0.117
H -1.392423 2.201881 -3.804662 1.15 1.33 1.67 0.136
C 5.363701 -8.525830 -0.552061 -0.10 0.03 -0.04 -0.094
C 5.217662 -7.005529 -0.593409 -0.21 -0.19 -0.05 -0.271
N 4.004560 -6.534554 -1.265500 -0.11 0.16 -0.28 -0.191
C 4.006205 -5.088351 -1.510167 0.22 -0.10 -0.11 -0.248
C 3.989119 -4.165521 -0.293901 -0.09 0.28 0.12 -0.097
C 2.736599 -7.076666 -0.770892 0.20 -0.30 -0.15 -0.252
C 2.394494 -6.840678 0.696247 -0.33 0.09 0.28 -0.091
H 5.347428 -8.951162 -1.560371 -0.08 0.07 0.11 0.078
H 6.319802 -8.792597 -0.091348 -0.10 0.08 -0.04 0.072
H 4.576300 -8.997793 0.040112 0.03 0.00 -0.05 0.062
H 6.090794 -6.620332 -1.130753 -0.22 0.21 -0.04 0.116
H 5.286083 -6.622647 0.430672 0.10 0.03 0.16 0.095
H 3.160853 -4.828209 -2.158916 -0.01 -0.22 0.10 0.109
H 4.896903 -4.845949 -2.103328 0.00 -0.21 0.07 0.108
H 2.998496 -4.117987 0.162096 0.16 0.00 0.03 0.040
H 4.242597 -3.145564 -0.602624 -0.05 -0.12 0.03 0.073
H 4.713226 -4.462540 0.469291 -0.06 -0.03 -0.08 0.068
H 2.728618 -8.157789 -0.952187 0.18 0.10 0.00 0.099
H 1.911445 -6.699903 -1.390089 0.31 0.14 -0.02 0.113
H 3.250849 -6.986787 1.359193 -0.03 0.02 -0.08 0.069
H 1.616317 -7.544231 1.010257 0.07 0.04 -0.02 0.072
H 1.994920 -5.836879 0.859047 0.15 -0.10 0.08 0.055
C -3.463603 3.268410 4.868195 0.05 0.09 -0.05 -0.092
C -2.163990 2.874621 4.167987 -0.10 0.25 0.07 -0.269
N -1.575095 3.936250 3.348666 0.01 0.08 -0.39 -0.191
C -0.476259 3.465429 2.498810 -0.22 -0.10 0.04 -0.265
C 0.786383 2.958812 3.191835 0.34 -0.07 -0.07 -0.078
C -1.333035 5.215547 4.020273 -0.37 0.01 0.01 -0.251
C -0.412187 5.209547 5.235684 0.31 0.21 0.20 -0.090
H -4.217078 3.596890 4.145534 0.12 0.03 0.06 0.077
H -3.869081 2.406140 5.406366 0.09 0.07 -0.08 0.074
H -3.310256 4.064186 5.600754 -0.03 -0.03 -0.05 0.063
H -2.400308 2.021454 3.523213 0.24 0.11 -0.13 0.116
H -1.459530 2.510452 4.923723 0.05 -0.12 0.12 0.096
H -0.195159 4.258483 1.795092 -0.13 0.04 0.16 0.109
H -0.860253 2.655397 1.866088 -0.13 0.10 0.25 0.075
H 1.393933 3.781181 3.574092 -0.07 -0.11 0.05 0.058
H 1.408551 2.416287 2.471803 -0.08 0.05 0.04 0.071
H 0.567955 2.271917 4.013709 -0.02 0.09 -0.06 0.071
H -2.299000 5.632888 4.327679 0.01 -0.21 -0.05 0.100
H -0.951195 5.944132 3.292540 -0.01 -0.33 -0.07 0.115
H -0.597328 4.363906 5.902621 -0.01 0.03 -0.08 0.070
H -0.566686 6.123513 5.818729 0.00 -0.09 -0.05 0.073
H 0.640194 5.198111 4.942186 -0.11 -0.11 0.12 0.056
```
Positions in Å, forces in eV/Å.

Summary:
Spin multiplicity ... 1
SMILES ... O=C(F)NC(=O)[C@@H]1C(=O)N[C@H](CCCS(=O)(=O)O)[C@H]1S(=O)(=O)F.CCN(CC)CC.CCN(CC)CC


Number 1: HOMO level -8.521 eV, gap between HOMO and LUMO 9.430 eV. Number 2: HOMO level -9.144 eV, gap between HOMO and LUMO 9.394 eV. Number 3: HOMO level -9.164 eV, gap between HOMO and LUMO 8.781 eV. Number 4: HOMO level -7.965 eV, gap between HOMO and LUMO 6.483 eV.